7
Properties=species:S:1:pos:R:3 method="wB97M-V/def2-TZVPD" total_energy_ha=-157.3089 lumo_ha=0.025 smiles=NBO homo_ev=-10.333
N 0.80 0.76 0.52
B -0.38 0.02 -0.08
O -0.20 -1.32 -0.27
H 0.87 1.69 0.21
H 1.50 0.12 0.45
H -1.52 0.45 -0.41
H -1.07 -1.73 -0.43

---

61
Properties=species:S:1:pos:R:3 method="wB97M-V/def2-TZVPD" total_energy_ha=-1377.3550 lumo_ha=0.002 homo_ev=-7.124
C -1.55 -2.74 0.96
C -1.07 -3.75 -0.07
C -0.97 -3.16 -1.46
C 0.16 -2.19 -1.69
C 1.35 -2.65 -2.07
N 2.47 -1.83 -2.43
N 0.04 -0.82 -1.30
H -0.78 -2.01 1.23
H -1.99 -3.15 1.87
H -2.40 -2.21 0.49
H -1.72 -4.64 -0.06
H -0.07 -3.97 0.31
H -0.79 -3.93 -2.24
H -1.93 -2.73 -1.80
H 1.61 -3.69 -2.32
H 3.32 -2.34 -2.37
H 2.55 -0.94 -1.95
H 0.61 -0.13 -1.78
H -0.90 -0.43 -1.32
H 2.78 3.87 1.07
H 1.52 2.92 0.66
O 2.17 3.58 0.39
H -4.30 -1.38 2.88
H -4.27 -0.42 1.75
O -4.90 -0.80 2.40
H 0.46 2.57 -2.13
H 1.68 1.87 -2.56
O 0.69 1.73 -2.56
H -3.16 0.71 -0.20
H -1.93 0.57 0.78
O -2.89 0.60 0.72
H 2.48 -2.90 4.56
H 2.91 -3.67 3.32
O 2.43 -2.88 3.60
H 2.63 2.14 2.42
H 3.77 1.55 3.19
O 3.47 2.38 2.82
H 1.51 -0.42 -4.05
H 2.78 0.10 -4.38
O 1.88 0.14 -4.75
H -1.48 3.24 3.90
H -1.81 1.73 3.48
O -1.12 2.42 3.55
H -2.47 0.66 -2.60
H -3.66 -0.36 -2.36
O -2.82 -0.05 -2.01
H -1.93 1.58 -4.65
H -0.69 1.74 -3.81
O -1.65 1.59 -3.73
H -4.26 1.20 3.36
H -3.32 1.48 2.07
O -3.56 1.75 2.99
H 2.76 2.28 -0.30
H 3.05 3.23 -1.39
O 2.88 2.29 -1.27
H 2.12 -0.78 1.23
H 2.58 -1.20 2.54
O 2.48 -0.37 2.04
H 0.88 0.80 2.04
H -0.10 2.04 2.28
O 0.50 1.60 1.63

---

12
Properties=species:S:1:pos:R:3 method="wB97M-V/def2-TZVPD" total_energy_ha=-306.2982 lumo_ha="-0.097 / -0.097" homo_ev="-8.940 / -8.987"
C -1.46 -0.35 -0.52
C -0.43 -0.43 0.56
O -0.07 -1.46 1.11
C 0.44 0.80 0.73
C 1.58 0.05 -0.22
O 0.10 1.93 0.18
H -1.04 0.19 -1.38
H -1.79 -1.35 -0.82
H -2.31 0.26 -0.19
H 0.92 0.83 1.73
H 1.40 -0.37 -1.23
H 2.65 -0.08 0.04

---

22
Properties=species:S:1:pos:R:3 method="wB97M-V/def2-TZVPD" total_energy_ha=-366.6763 lumo_ha=-0.112 charge=+1 smiles="C=C(OC)[C@@H](C)[NH2+]C" homo_ev=-12.942
C 2.23 -0.24 0.25
C 0.94 -0.34 0.15
O 0.24 -1.44 0.43
C 0.84 -2.75 0.35
C 0.05 0.80 -0.21
C -0.07 0.96 -1.80
N -1.32 0.49 0.31
C -1.80 1.54 1.20
H 2.90 -1.10 0.56
H 2.69 0.78 -0.02
H 0.41 -3.23 -0.52
H 0.62 -3.35 1.22
H 1.79 -2.43 0.10
H 0.11 1.75 0.24
H -0.52 0.13 -2.38
H -0.85 1.82 -1.95
H 0.80 1.23 -2.32
H -1.38 -0.54 0.69
H -2.01 0.43 -0.52
H -1.88 2.47 0.52
H -2.77 1.37 1.72
H -1.01 1.66 1.99

---

8
Properties=species:S:1:pos:R:3 method="wB97M-V/def2-TZVPD" total_energy_ha=-320.0500 lumo_ha=0.022 smiles=COn1oo1 homo_ev=-10.193
C -0.05 0.00 0.30
O 1.62 0.57 0.41
N 1.54 1.93 0.24
O 2.14 2.68 1.25
O 2.75 2.52 0.06
H 0.07 -1.10 0.44
H -0.20 0.52 -0.63
H -0.68 0.68 0.87

---

13
Properties=species:S:1:pos:R:3 method="wB97M-V/def2-TZVPD" total_energy_ha=-2930.4305 lumo_ha="-0.207 / -0.207" charge=+1 smiles="N/C(=C/N=C/Br)[NH+]=O" homo_ev="-13.371 / -13.375"
N -2.03 -0.14 0.76
C -0.84 0.13 0.21
C -0.13 -1.09 -0.29
N 1.12 -1.11 -0.55
C 2.00 -0.19 -0.86
Br 3.37 -0.08 0.34
N -0.33 1.32 0.10
O 0.70 1.59 -0.67
H -2.44 -1.06 0.76
H -2.24 0.20 1.67
H -0.80 -1.87 -0.18
H 2.29 0.21 -1.79
H -0.68 2.10 0.50

---

90
Properties=species:S:1:pos:R:3 method="wB97M-V/def2-TZVPD" total_energy_ha=-2245.7589 lumo_ha="-0.174 / -0.273" charge=+2 homo_ev="-11.519 / -13.687" multiplicity=6
P 0.38 -2.28 -2.20
P -0.12 0.76 -4.74
C -0.06 -2.06 -4.05
C 0.45 -0.93 -4.93
H -1.16 -2.12 -4.09
H 0.33 -3.01 -4.47
H 1.55 -0.93 -4.94
H 0.13 -1.15 -5.96
C -1.59 1.49 -5.53
H -1.65 2.53 -5.18
H -2.52 0.97 -5.26
H -1.38 1.44 -6.61
C 1.13 1.65 -5.69
H 0.72 1.81 -6.69
H 2.00 1.01 -5.84
H 1.47 2.63 -5.32
C -0.70 -3.82 -2.22
H -0.21 -4.62 -1.65
H -0.84 -4.16 -3.26
H -1.68 -3.57 -1.77
C 2.16 -2.71 -2.38
H 2.68 -1.80 -2.70
H 2.23 -3.51 -3.13
H 2.52 -3.01 -1.39
Ir 0.67 -1.69 -0.16
C 1.28 3.15 -1.63
C -0.05 3.08 -1.73
C -1.14 2.35 -1.05
C -1.99 1.68 -2.16
C -1.06 0.88 -3.13
C 0.16 0.65 -2.42
C 1.54 1.04 -2.76
C 2.23 2.02 -1.77
C 0.54 -3.55 0.58
H 1.74 4.15 -1.65
H -0.51 3.86 -2.37
H -1.80 3.07 -0.54
H -0.69 1.66 -0.34
H -2.70 0.95 -1.70
H -2.57 2.46 -2.70
H -1.71 0.01 -3.40
H -0.05 0.12 -1.43
H 1.45 1.73 -3.68
H 2.23 0.23 -3.07
H 2.59 1.55 -0.84
H 3.11 2.39 -2.34
H 0.46 -3.65 1.67
H 1.40 -4.15 0.22
H -0.38 -3.99 0.15
C 0.89 2.36 1.79
C 0.90 1.46 3.05
C 2.37 1.07 3.26
C 0.36 2.29 4.24
P -0.13 -0.07 2.73
N 0.34 -0.45 1.15
C 0.35 -1.42 3.95
C 0.54 -0.87 5.39
C -0.69 -2.55 4.00
C 1.68 -2.04 3.50
C -2.00 0.25 2.90
C -2.35 1.48 2.03
C -2.81 -0.91 2.29
C -2.46 0.49 4.36
H 1.39 3.31 2.04
H -0.13 2.62 1.46
H 1.44 1.89 0.96
H 2.97 2.00 3.30
H 2.56 0.53 4.19
H 2.75 0.49 2.40
H -0.59 2.78 4.00
H 0.26 1.70 5.16
H 1.09 3.09 4.44
H -0.38 -0.42 5.80
H 0.78 -1.74 6.04
H 1.37 -0.16 5.49
H -0.91 -2.96 3.00
H -0.28 -3.37 4.62
H -1.62 -2.24 4.50
H 1.67 -2.30 2.43
H 2.54 -1.38 3.67
H 1.85 -2.96 4.07
H -1.95 1.35 1.02
H -3.44 1.56 1.95
H -2.00 2.43 2.45
H -2.83 -1.80 2.93
H -3.85 -0.58 2.19
H -2.43 -1.19 1.30
H -2.38 -0.41 5.00
H -1.94 1.33 4.85
H -3.53 0.75 4.33

---

44
Properties=species:S:1:pos:R:3 method="wB97M-V/def2-TZVPD" total_energy_ha=-2279.1996 lumo_ha=0.004 homo_ev=-7.418
Ti -0.99 -1.09 0.00
O -3.83 0.02 -0.27
C -2.65 -0.08 0.46
O -1.62 0.71 0.08
C -2.87 -0.24 1.93
O -1.73 -1.02 2.37
C -2.05 -2.36 2.73
C -2.15 -3.32 1.54
O -2.63 -4.42 1.69
O -1.61 -2.86 0.44
H -3.59 0.35 -1.14
H -3.79 -0.79 2.12
H -2.87 0.70 2.50
H -2.98 -2.40 3.30
H -1.25 -2.73 3.37
S -0.77 -1.39 -2.46
C 0.02 0.12 -2.78
N 0.90 0.65 -1.94
C 1.48 1.97 -2.15
C 1.67 2.20 -3.64
C 0.34 2.01 -4.35
N -0.26 0.75 -3.92
H 1.06 0.16 -1.06
H 2.42 2.00 -1.61
H 0.82 2.73 -1.72
H 2.40 1.49 -4.02
H 2.04 3.20 -3.82
H 0.48 1.97 -5.43
H -0.33 2.83 -4.12
H -0.96 0.31 -4.50
C 1.04 1.12 2.02
C 1.57 -0.25 1.61
C 2.99 -0.13 1.06
C 1.55 -1.21 2.79
O 0.76 -0.77 0.56
H 1.67 1.56 2.80
H 0.02 1.03 2.39
H 1.02 1.80 1.17
H 3.67 0.25 1.82
H 3.02 0.56 0.21
H 3.35 -1.10 0.72
H 2.25 -0.89 3.56
H 1.82 -2.21 2.46
H 0.55 -1.23 3.22

---

62
Properties=species:S:1:pos:R:3 method="wB97M-V/def2-TZVPD" total_energy_ha=-4323.5116 lumo_ha="0.020 / 0.020" homo_ev="-8.208 / -8.161" multiplicity=3
Ni -0.21 -0.82 0.02
O -3.80 -0.89 -2.19
C -3.09 -0.34 -1.22
O -3.68 0.41 -0.42
O -1.84 -0.61 -1.10
H -4.66 -0.54 -1.94
O 2.10 -3.44 1.74
C 1.24 -2.60 1.12
O 1.42 -1.38 1.32
O 0.31 -2.88 0.35
H 2.68 -2.80 2.15
C 1.22 1.01 -4.13
O 2.19 0.41 -3.26
P 2.03 -1.13 -2.72
O 1.02 -1.18 -1.63
O 1.70 -1.98 -4.07
C 1.14 -3.25 -3.92
O 3.55 -1.59 -2.34
C 4.43 -2.03 -3.28
H 1.52 1.06 -5.17
H 0.84 1.99 -3.82
H 0.29 0.48 -4.35
H 1.90 -4.02 -3.78
H 0.58 -3.55 -4.81
H 0.54 -3.35 -3.02
H 4.60 -3.11 -3.22
H 5.40 -1.55 -3.12
H 4.18 -1.75 -4.30
C 0.74 4.95 1.38
O 0.39 3.53 1.26
P 0.49 2.71 -0.09
O 0.25 1.20 -0.13
O 1.94 3.19 -0.80
C 3.04 2.76 -0.14
O -0.52 3.60 -0.97
C -1.91 3.64 -0.54
H 0.84 5.08 2.46
H 0.05 5.67 0.95
H 1.66 5.12 0.81
H 3.50 3.65 0.29
H 3.75 2.56 -0.95
H 3.15 2.08 0.70
H -2.06 4.35 0.28
H -2.12 2.63 -0.18
H -2.68 3.89 -1.27
C -0.76 0.40 4.66
O -1.95 -0.06 4.17
P -2.16 -1.31 3.06
O -1.38 -0.92 1.83
O -1.72 -2.66 3.85
C -1.70 -3.82 3.06
O -3.76 -1.48 2.97
C -4.53 -0.30 2.96
H -0.35 -0.19 5.48
H -0.63 1.47 4.85
H 0.01 0.32 3.89
H -2.67 -4.22 2.76
H -1.22 -4.66 3.56
H -1.01 -3.83 2.21
H -4.95 -0.17 1.97
H -3.99 0.63 3.13
H -5.37 -0.38 3.65

---

13
Properties=species:S:1:pos:R:3 method="wB97M-V/def2-TZVPD" total_energy_ha=-336.7727 lumo_ha=0.029 homo_ev=-6.889
C -0.79 -0.54 0.04
C 1.67 -1.05 0.03
C -1.92 0.38 -0.04
N 2.72 -0.31 -0.11
N 2.42 0.93 -0.12
N 1.05 0.99 -0.03
N 0.50 -0.23 0.02
H -0.82 -1.60 0.27
H 1.46 -2.16 -0.08
H -2.24 0.86 -0.95
H -1.84 1.01 0.83
H -2.88 -0.13 0.33
H 0.68 1.84 -0.17

---

78
Properties=species:S:1:pos:R:3 method="wB97M-V/def2-TZVPD" total_energy_ha=-2743.2973 lumo_ha="-0.356 / -0.355" charge=+2 homo_ev="-13.456 / -13.381" multiplicity=2
Ir 0.02 -0.02 0.14
C -1.76 0.09 5.24
C -0.70 0.00 4.20
C 0.66 -0.11 4.35
C 1.19 -0.23 3.07
N 0.18 -0.14 2.17
N -0.98 -0.04 2.88
B -2.31 0.00 2.14
N -2.32 1.28 1.18
N -1.36 1.48 0.29
C -1.75 2.57 -0.50
C -2.98 3.03 0.04
C -3.31 2.22 1.09
C -4.48 2.22 1.99
C -1.10 3.14 -1.63
C 0.18 2.75 -2.11
C 0.76 3.35 -3.20
C 0.07 4.37 -3.86
C -1.19 4.78 -3.44
C -1.77 4.18 -2.35
N -2.48 -1.15 1.16
N -1.46 -1.32 0.30
C -1.73 -2.39 -0.46
C -2.99 -2.88 -0.12
C -3.43 -2.08 0.92
C -4.68 -2.16 1.70
C -0.74 -2.86 -1.42
C -1.13 -3.47 -2.61
C -0.17 -3.92 -3.50
C 1.18 -3.77 -3.21
C 1.57 -3.17 -2.01
C 0.61 -2.73 -1.12
C 2.57 -0.49 2.65
C 3.62 0.28 3.16
C 4.92 0.01 2.76
C 5.18 -1.03 1.87
C 4.13 -1.81 1.39
C 2.84 -1.54 1.78
H -1.31 -0.02 6.22
H -2.27 1.05 5.20
H -2.50 -0.70 5.11
H 1.20 -0.16 5.27
H -3.20 0.07 2.92
H -3.54 3.87 -0.28
H -5.13 3.06 1.73
H -5.05 1.30 1.90
H -4.17 2.33 3.03
H 0.70 1.96 -1.59
H 1.73 3.05 -3.54
H 0.53 4.84 -4.72
H -1.71 5.56 -3.98
H -2.75 4.49 -2.04
H -3.48 -3.74 -0.52
H -5.25 -3.03 1.40
H -4.47 -2.23 2.77
H -5.30 -1.28 1.54
H -2.18 -3.58 -2.85
H -0.48 -4.38 -4.43
H 1.93 -4.13 -3.90
H 2.62 -3.09 -1.76
H 0.93 -2.35 -0.15
H 3.41 1.10 3.83
H 5.73 0.61 3.15
H 6.19 -1.24 1.58
H 4.34 -2.64 0.73
H 2.03 -2.19 1.47
F 4.11 -0.42 -5.25
C 3.61 -0.11 -4.07
C 2.26 -0.40 -3.77
F 1.51 -0.98 -4.68
C 1.84 -0.08 -2.52
F -0.22 0.08 -1.83
C 2.59 0.53 -1.53
S 2.04 1.00 -0.01
C 3.95 0.81 -1.86
F 4.76 1.39 -0.98
C 4.45 0.49 -3.11
F 5.71 0.73 -3.43

---

21
Properties=species:S:1:pos:R:3 method="wB97M-V/def2-TZVPD" total_energy_ha=-328.6072 lumo_ha=-0.189 charge=+1 homo_ev=-13.387
C 0.56 1.50 1.75
O 1.65 1.48 2.65
C -0.68 2.02 2.45
H 0.82 2.13 0.89
H 0.39 0.48 1.35
H 2.15 0.67 2.56
H -0.39 2.71 3.23
H -1.35 2.55 1.77
H -1.24 1.22 2.93
C 0.26 -2.92 -1.94
C -0.83 -1.88 -2.16
C -0.78 0.33 -1.11
N -0.30 -0.52 -1.91
H 1.11 -2.77 -2.61
H 0.65 -2.89 -0.93
H -0.14 -3.90 -2.14
H -1.20 -1.90 -3.18
H -1.67 -2.03 -1.48
H -0.29 1.28 -0.95
H -1.69 0.07 -0.59
H 0.56 -0.29 -2.41

---

ΔE to the lowest compared entry with this formula, charge and spin list, top to bottom, in kJ/mol: 28.2 354.4 546.3 238.7 768.2 101.4 243.8 76.0 152.5 463.4 357.1 207.4